# 1
The following is a DFT calculation (the ωB97M-V functional and the def2-TZVPD basis) of C36H45CaCl2N15O4Si as an isolated structure.

## Properties
Spin multiplicity: 1
Gap between HOMO and LUMO in Ha: 0.2076
E_HOMO in hartree: -0.0782
Net charge: -2

Each line ends with the Löwdin charge.
Cartesian coordinates (Å):
C: 3.54 4.34 2.92  -0.099
C: 4.62 5.22 2.96  -0.111
C: 1.18 -0.92 3.36  -0.173
H: -2.14 3.53 4.22  0.096
H: -3.59 -2.22 5.06  0.096
N: 3.35 -5.33 -0.96  0.143
C: 2.11 -1.54 -2.08  -0.304
H: 3.48 -3.88 2.42  0.080
C: 3.55 3.20 2.11  -0.216
N: 5.20 -4.07 -0.37  0.158
N: 0.18 1.74 -3.03  -0.113
C: -3.68 0.38 -2.00  -0.517
C: 1.09 2.03 0.42  -0.323
Ca: -0.80 0.22 -0.28  1.271
H: 0.45 2.90 0.28  -0.031
H: 4.75 2.13 0.69  0.087
C: 2.55 -2.05 1.70  -0.226
H: 6.66 3.65 0.77  0.089
Cl: -3.19 -4.93 4.33  0.619
H: -0.16 -3.25 -1.01  0.092
C: 1.07 -2.35 3.85  -0.171
C: 3.30 -2.85 2.78  -0.176
H: 3.09 -5.35 0.02  0.086
H: 2.51 2.06 4.93  0.098
C: -3.06 -2.25 4.11  -0.146
H: 2.00 -0.18 -0.57  0.042
H: 1.76 1.98 -0.45  -0.043
C: 1.13 -2.32 -2.95  -0.519
H: 1.75 -2.67 1.28  0.100
C: 4.70 2.99 1.35  -0.112
N: 1.41 -0.52 -1.32  0.010
H: 4.57 6.10 3.59  0.090
C: -2.70 -1.04 3.51  -0.576
N: 1.99 -0.81 2.15  -0.191
C: 4.26 -4.36 -1.33  -0.540
H: 5.56 -2.26 -2.18  0.100
H: 2.56 -5.38 -1.58  0.089
C: -1.92 1.67 -3.08  -0.504
C: -0.67 -3.33 -0.06  -0.130
N: -0.98 -2.21 0.54  0.081
C: -0.60 3.15 5.66  -0.118
C: 1.48 2.37 4.76  -0.133
C: 2.48 -2.90 4.08  -0.188
C: 3.25 -0.91 -2.92  -0.122
H: -2.98 2.39 -0.25  0.001
N: -4.88 -1.17 -1.26  -0.129
N: -3.26 1.50 -2.72  0.108
C: -1.01 -4.60 0.45  -0.053
C: 0.70 2.72 5.86  -0.110
H: -3.88 1.70 -3.49  0.117
H: 5.80 -3.21 -3.64  0.111
H: 0.20 -0.47 3.19  0.102
O: -2.88 2.68 0.67  -0.070
H: -2.63 1.88 1.16  -0.010
N: -2.98 -0.18 -1.02  -0.100
H: 5.71 -3.21 -0.49  0.079
O: 0.06 -1.91 -3.30  0.129
H: 3.54 0.33 3.08  0.085
O: -1.66 0.12 1.74  -0.251
N: -1.55 2.14 -4.26  0.005
N: -4.86 -0.19 -2.19  0.001
H: 3.85 -0.32 -2.21  0.117
Cl: -3.13 0.44 4.31  0.703
C: -2.01 -0.97 2.29  -0.446
H: 4.29 -2.41 2.96  0.099
C: -1.67 -2.25 1.70  -0.164
H: 2.96 -2.28 4.84  0.104
H: 2.42 -3.77 -2.87  0.041
C: 5.78 3.85 1.38  -0.117
H: 4.89 -1.10 -4.27  0.108
C: -2.74 -3.44 3.53  -0.620
N: -0.89 1.42 -2.28  -0.096
H: 2.52 -2.26 -1.36  0.117
H: 2.45 -3.92 4.48  0.099
C: 0.98 2.43 3.46  -0.248
H: 3.65 -2.30 -4.54  0.112
H: 1.11 2.66 6.86  0.088
H: 4.93 -4.22 0.59  0.074
C: -1.68 -4.67 1.64  -0.040
N: -3.79 -1.18 -0.58  -0.090
H: 1.22 0.28 -1.92  0.019
H: 3.22 -1.83 0.86  0.095
Si: 2.03 2.02 1.93  0.556
O: 1.53 -3.57 -3.27  0.062
C: 4.20 -1.78 -3.76  -0.187
C: 5.75 4.98 2.19  -0.128
H: -0.75 -5.49 -0.10  0.096
H: 6.59 5.66 2.22  0.085
H: -1.22 3.41 6.51  0.089
N: 4.18 -3.87 -2.51  0.032
H: 2.77 -0.18 -3.58  0.124
C: 5.03 -2.80 -2.98  -0.228
N: -0.20 2.16 -4.18  -0.122
C: -0.33 2.86 3.29  -0.084
C: -1.12 3.22 4.38  -0.118
H: 2.67 4.56 3.52  0.092
H: -1.96 -5.62 2.07  0.081
C: 2.91 0.33 2.18  -0.246
C: -2.04 -3.48 2.31  -0.193
H: 0.52 -2.98 3.14  0.099
H: 1.66 -0.34 4.16  0.107
H: 3.59 0.23 1.33  0.065
H: 0.50 -2.37 4.78  0.119
H: -0.76 2.89 2.30  0.079

# 2
The following is a DFT calculation (the ωB97M-V functional and the def2-TZVPD basis) of a 9-piece molecular cluster, C36H45F21N2O14 overall.

## Properties
Spin multiplicity: 1
Energy above the lowest of the compared OMol25 structures with the same formula, charge and spin in eV: 0.000
Gap between HOMO and LUMO in Ha: 0.3335
E_HOMO in hartree: -0.3192
SMILES: CCOC(=O)C(F)(F)F.CCOC(=O)C(F)(F)F.CCOC(=O)C(F)(F)F.CCOC(=O)C(F)(F)F.CCOC(=O)C(F)(F)F.CCOC(=O)C(F)(F)F.CCOC(=O)C(F)(F)F.c1cc[nH]c1.c1cc[nH]c1
Net charge: 0

Each line ends with the Löwdin charge.
Cartesian coordinates (Å):
C: 10.51 15.78 16.05  -0.096
C: 16.60 17.94 8.95  -0.198
H: 17.22 17.62 9.81  0.114
F: 16.41 11.50 15.30  0.107
H: 17.90 14.74 11.70  0.141
O: 13.09 11.02 13.11  0.147
H: 16.72 19.05 7.06  0.075
C: 9.44 11.72 15.20  -0.028
H: 12.56 14.88 17.85  0.047
H: 9.20 12.75 15.39  0.057
H: 10.59 12.08 13.33  0.125
H: 11.12 19.59 13.51  0.079
F: 10.72 15.64 7.54  0.127
H: 12.96 18.73 10.02  0.097
H: 12.97 12.87 11.46  0.101
H: 10.69 17.99 14.12  0.028
C: 12.72 14.94 11.12  -0.133
H: 15.67 18.41 9.36  0.119
F: 16.67 11.09 17.43  0.188
F: 15.74 14.61 6.45  0.184
C: 20.72 18.08 11.33  -0.548
H: 10.52 20.53 9.33  0.084
F: 13.62 8.27 14.33  0.149
H: 17.65 14.36 14.03  0.079
F: 13.17 8.48 12.16  0.113
H: 12.31 14.74 15.42  0.095
O: 15.27 18.16 14.84  0.146
C: 11.39 15.22 15.18  -0.179
H: 8.83 12.54 7.25  0.103
H: 13.76 15.11 19.08  0.092
O: 16.97 13.80 16.92  0.191
C: 12.13 19.04 9.43  -0.147
C: 15.95 13.20 16.85  -0.370
C: 13.43 15.47 18.08  -0.055
C: 18.71 15.14 12.35  -0.182
H: 11.53 15.23 13.04  0.084
F: 14.64 11.16 16.62  0.165
F: 11.62 7.79 13.53  0.148
H: 12.77 18.85 15.12  0.118
C: 12.36 10.18 13.57  -0.378
H: 8.54 11.29 14.73  0.088
F: 13.75 10.78 9.06  0.171
C: 11.41 11.02 9.43  -0.378
C: 16.05 19.09 12.79  -0.486
H: 8.27 10.87 9.01  0.137
O: 11.36 17.81 9.27  0.029
H: 11.35 18.04 12.54  0.086
H: 18.19 18.46 7.54  0.085
H: 11.47 12.37 14.78  0.102
C: 14.16 15.46 12.74  -0.102
H: 10.65 19.67 10.83  0.059
F: 21.58 18.86 11.98  0.171
O: 21.03 16.25 12.93  0.202
H: 8.52 13.63 8.50  0.075
C: 12.73 18.30 14.22  -0.154
H: 13.60 16.95 11.28  0.085
H: 14.64 15.69 16.19  0.127
O: 14.71 13.78 16.98  0.001
C: 18.16 15.28 13.73  -0.059
C: 9.76 16.07 13.93  -0.131
H: 13.22 16.58 18.14  0.109
H: 9.21 16.46 13.12  0.097
H: 10.17 13.16 8.25  0.068
C: 9.16 12.76 8.30  -0.067
N: 11.01 15.39 13.88  0.077
N: 13.04 13.80 11.83  0.030
H: 9.08 11.92 10.25  0.117
C: 15.00 18.70 13.79  -0.387
C: 10.36 17.72 8.46  -0.425
F: 15.59 20.07 11.96  0.139
C: 12.67 8.65 13.44  -0.446
O: 16.28 16.73 8.27  0.022
F: 16.42 18.04 12.02  0.147
F: 9.96 15.65 9.63  0.169
F: 14.85 14.18 8.44  0.102
H: 12.18 14.69 10.20  0.117
O: 9.86 18.52 7.71  0.173
C: 9.08 11.59 9.22  -0.157
C: 17.29 18.91 7.98  -0.048
H: 18.84 15.43 14.57  0.087
C: 10.74 11.71 14.35  -0.189
F: 19.70 18.81 10.92  0.171
F: 17.15 19.60 13.40  0.154
C: 11.38 18.55 13.53  -0.044
O: 14.25 17.36 7.86  0.152
F: 13.59 14.90 6.79  0.187
H: 11.76 20.93 10.46  0.080
O: 13.73 18.98 13.38  0.010
C: 14.80 14.99 7.30  -0.489
H: 10.76 15.69 17.08  0.072
H: 17.52 16.12 13.78  0.059
F: 21.35 17.68 10.22  0.163
C: 14.63 15.18 17.18  -0.226
F: 12.38 10.02 7.51  0.137
H: 9.74 11.25 16.13  0.082
O: 10.21 10.69 8.97  0.031
F: 12.51 8.96 9.43  0.180
C: 12.57 10.17 8.87  -0.498
H: 14.72 16.08 13.44  0.082
O: 11.57 11.91 10.22  0.131
H: 14.26 13.39 13.54  0.107
C: 11.22 20.09 10.04  -0.045
F: 8.66 16.17 8.00  0.163
C: 9.44 16.28 15.27  -0.108
H: 8.49 16.76 15.47  0.098
O: 19.14 16.41 11.81  0.013
H: 19.52 14.44 12.26  0.120
C: 9.91 16.27 8.46  -0.532
H: 12.40 19.34 8.46  0.113
H: 17.49 19.88 8.43  0.083
C: 15.06 16.50 7.84  -0.375
C: 15.87 11.71 16.58  -0.494
H: 15.53 15.48 17.66  0.107
H: 12.94 17.24 14.32  0.093
C: 20.35 16.82 12.16  -0.414
C: 13.91 14.11 12.82  -0.123
C: 13.45 15.95 11.63  -0.108
O: 11.21 10.38 14.18  0.043

# 3
The following is a DFT calculation (the ωB97M-V functional and the def2-TZVPD basis) of C36H45F5N9S2SiTi as an isolated structure.

## Properties
Spin multiplicity: 1
Energy above the lowest of the compared OMol25 structures with the same formula, charge and spin in eV: 0.924
Gap between HOMO and LUMO in Ha: 0.2631
E_HOMO in hartree: -0.3927
Net charge: +1

Each line ends with the Löwdin charge.
Cartesian coordinates (Å):
F: 2.03 -1.13 -4.38  0.092
Si: -0.61 -2.79 1.51  0.460
C: 3.55 -2.74 -3.66  -0.211
C: 3.20 -1.98 -1.08  -0.173
C: 2.72 -1.67 -3.36  -0.144
C: -3.39 2.82 -2.50  -0.787
H: 1.24 -4.22 -0.40  0.116
H: -0.38 0.25 6.00  0.119
H: 0.39 0.77 -2.98  0.095
H: -3.12 1.58 -4.11  0.132
N: 1.84 2.29 -0.57  -0.203
C: 1.41 0.89 -2.62  -0.153
S: -1.93 2.59 -1.70  0.736
H: 5.23 3.05 -0.70  0.089
C: -2.00 -3.80 0.76  -0.149
C: -5.50 3.62 -3.09  -0.101
H: 0.73 -1.84 6.82  0.116
H: 2.29 2.87 -2.55  0.113
H: 0.27 3.54 -0.04  0.071
C: 0.63 -4.43 -2.45  -0.057
H: 0.59 2.82 -2.15  0.038
C: 1.83 3.92 1.41  -0.084
H: 2.26 -4.13 4.70  0.072
C: 4.03 -3.03 -1.38  -0.214
H: -2.71 -3.18 0.21  0.039
C: -0.06 -3.88 -3.52  -0.056
C: -0.55 -2.00 -2.15  -0.230
N: -4.36 3.68 -2.18  -0.161
F: 2.95 -1.68 0.20  0.030
C: -0.93 1.80 1.76  -0.130
H: -3.44 4.42 -0.48  0.046
C: -0.66 -2.63 -3.37  0.007
C: -4.48 2.27 2.74  -0.150
F: 3.67 -3.11 -4.93  0.112
C: 3.32 2.14 -0.39  -0.254
Ti: 0.79 -0.04 0.03  0.919
H: -4.40 5.62 -1.38  0.097
H: 4.08 3.51 -1.94  0.071
N: -1.00 0.83 0.83  -0.045
H: 1.11 -5.40 -2.56  0.118
H: -6.39 3.29 -2.57  0.126
H: -1.93 3.08 3.14  0.137
C: 1.36 3.58 0.00  -0.239
H: -4.87 3.09 -5.13  0.119
H: 4.90 -4.25 -2.93  0.146
C: 0.65 -3.94 2.26  -0.162
H: -5.22 4.38 -0.40  0.094
N: -3.78 2.13 -3.59  0.018
H: 0.05 2.17 2.01  0.056
S: 2.05 0.42 1.98  0.781
C: 4.18 3.31 -0.88  -0.059
H: 0.67 -4.90 1.73  0.038
C: 2.57 -3.32 5.35  -0.015
F: -1.12 -0.77 -2.01  0.008
C: 0.70 -3.77 -1.23  -0.042
N: 0.62 0.26 4.20  0.047
C: 0.94 -1.44 5.84  -0.001
N: 1.74 -0.15 -1.63  -0.115
F: 4.63 -3.69 -0.37  0.113
C: 4.24 -3.42 -2.68  0.090
C: -1.43 -1.75 2.83  -0.148
H: -4.32 0.37 0.84  0.137
H: -0.13 -4.40 -4.46  0.116
H: -2.26 -0.44 -0.21  0.104
C: 0.11 -2.53 -1.05  -0.319
C: -4.36 4.58 -1.04  -0.046
H: -5.74 1.80 -4.29  0.116
H: 2.80 4.40 1.41  0.073
H: 1.90 3.04 2.05  0.018
H: -1.39 -2.33 3.76  0.049
C: -3.29 1.79 2.07  -0.190
H: 1.65 -3.52 2.26  0.027
H: -2.48 -1.57 2.59  0.036
H: 2.38 -3.60 6.39  0.083
C: -3.37 0.79 1.12  0.002
N: 0.11 -1.80 0.19  -0.153
C: 2.53 -1.23 -2.05  -0.151
H: -0.95 -0.79 3.03  -0.003
H: 1.12 4.62 1.86  0.087
C: 0.35 -0.28 5.39  -0.116
H: 3.52 1.97 0.66  0.052
C: 1.53 2.31 -2.01  -0.188
H: -2.54 -4.32 1.55  0.047
H: 3.62 1.25 -0.93  0.112
H: -5.70 4.61 -3.51  0.126
H: 0.36 -4.15 3.29  0.034
C: 1.52 -0.39 3.47  -0.727
H: -1.63 -4.56 0.06  0.035
H: 1.66 4.39 -0.67  0.125
H: 3.98 4.23 -0.34  0.065
C: -5.03 2.62 -4.16  -0.118
H: -1.19 -2.16 -4.18  0.129
C: -2.04 2.31 2.40  0.034
C: 1.85 -2.06 4.98  -0.316
C: -2.21 0.35 0.53  -0.175
H: 3.64 -3.18 5.20  0.093
N: -5.42 2.64 3.27  0.194
H: 2.07 0.83 -3.47  0.122
N: 2.13 -1.53 3.79  0.116

# 4
The following is a DFT calculation (the ωB97M-V functional and the def2-TZVPD basis) of C36H45F6I2N3O4S4 as an isolated structure.

## Properties
Spin multiplicity: 1
Gap between HOMO and LUMO in Ha: 0.2481
E_HOMO in hartree: -0.3013
Net charge: 0

Each line ends with the Löwdin charge.
Cartesian coordinates (Å):
H: 3.85 -1.87 -3.68  0.075
H: 2.89 1.88 -2.64  0.076
C: 4.09 1.49 -0.21  -0.144
H: 1.10 -0.98 -4.66  0.053
H: 2.36 2.11 0.91  0.120
N: 3.05 0.28 8.71  -0.288
H: -0.90 -4.89 0.11  0.084
S: 3.39 -1.27 8.80  0.565
C: 5.09 0.52 -0.10  0.016
H: -1.19 -0.03 0.28  0.149
H: 1.76 -1.92 1.14  0.117
H: -0.25 -3.86 -1.18  -0.008
I: 0.47 2.40 -3.73  1.003
H: 4.39 2.47 -0.65  0.102
H: 5.47 0.03 -1.02  0.067
C: -6.31 -1.92 -1.67  0.007
H: -0.23 -1.39 -1.04  0.070
C: -2.87 -2.82 -2.18  -0.977
C: -2.29 4.06 0.84  -0.084
C: 0.50 0.15 3.02  0.198
F: 1.64 2.77 9.34  0.123
C: 2.29 3.73 -1.70  -0.308
C: 2.20 -0.88 -4.59  -0.170
C: 4.95 -1.14 9.76  -0.672
F: 5.49 -2.35 9.98  0.128
H: -4.48 1.16 -0.05  0.088
O: 3.78 -1.90 7.57  -0.295
C: 2.79 -1.70 -3.39  -0.733
S: -2.59 -3.31 -0.48  0.931
H: -2.31 4.55 -0.16  0.079
H: 3.56 -0.06 -2.24  0.094
H: 0.77 -0.21 -2.42  0.086
C: 1.16 -2.24 0.26  -0.153
H: 2.47 0.19 -4.46  0.034
C: -0.20 2.68 0.15  -0.119
H: -3.83 -4.00 -7.18  0.107
S: -1.57 -2.41 -3.11  0.683
C: 1.96 2.27 -2.16  -0.617
C: -6.41 0.12 -0.25  -0.069
N: -4.23 -2.74 -2.71  -0.058
C: -4.92 -1.74 -1.91  -0.271
S: 1.71 0.55 7.91  0.559
H: 1.80 -2.88 -0.37  0.059
H: -6.92 0.84 0.41  0.106
I: 1.93 -3.68 -3.23  0.896
H: -3.24 -0.40 -1.46  0.090
C: -4.05 -3.41 -5.09  -0.046
O: 0.50 0.12 8.54  -0.282
H: 0.28 -3.68 1.62  0.119
H: -1.72 2.17 1.69  0.116
C: -3.95 -3.18 -6.47  -0.073
C: -1.68 2.63 0.68  -0.217
H: -8.11 -1.14 -0.67  0.107
H: 2.68 4.73 -3.66  0.058
C: 1.51 -0.25 -1.58  -0.171
F: 5.88 -0.41 9.12  0.113
F: 4.76 -0.56 10.95  0.118
H: -0.36 1.25 -1.20  0.131
H: 2.75 3.80 -0.70  0.102
H: 3.84 5.19 -2.34  0.083
C: -4.31 -0.61 -1.31  -0.074
F: 0.61 2.90 7.45  0.115
C: 0.10 0.17 1.88  -0.081
C: 1.61 1.26 -1.04  -0.362
C: 3.24 4.36 -2.78  -0.115
C: -7.03 -1.00 -0.86  -0.070
H: -6.84 -2.77 -2.11  0.122
H: 0.77 0.24 4.09  0.064
H: -2.27 2.02 -0.05  0.097
H: -4.19 0.25 -6.33  0.104
C: -0.86 -3.84 -0.26  -0.467
C: 0.62 -0.98 -0.46  -0.199
H: -1.78 4.65 1.63  0.086
H: -3.33 3.91 1.19  0.082
H: 2.57 0.36 0.79  0.127
C: 2.85 -0.90 -2.06  -0.205
O: 1.78 0.31 6.49  -0.321
H: 3.98 3.62 -3.16  0.077
F: 2.76 2.95 7.51  0.111
H: 5.48 0.25 0.90  0.079
C: -4.26 -1.04 -4.60  -0.029
C: -0.09 0.13 0.40  -0.200
C: -3.99 -1.84 -6.94  -0.083
C: -0.10 -3.00 0.83  -0.223
H: -0.20 3.44 -0.66  0.107
H: -3.88 -1.60 -8.01  0.104
H: 3.30 -1.55 -1.28  0.110
N: 0.27 1.37 -0.38  -0.031
H: -0.80 -2.29 1.33  0.092
H: -4.01 -4.45 -4.72  0.121
C: 2.61 1.30 0.19  -0.093
O: 2.53 -2.06 9.64  -0.282
C: 1.68 2.37 8.06  -0.671
H: 0.41 3.07 0.99  0.144
H: 1.36 4.34 -1.74  0.074
C: -4.18 -2.38 -4.12  -0.307
C: -4.16 -0.80 -5.99  -0.083
C: -5.03 0.32 -0.50  -0.069
H: 2.65 -1.21 -5.55  0.084
H: -4.38 -0.19 -3.90  0.110

So what do the calculations give for max |F|? Going down the list: 1.27, 3.22, 1.43, 2.97 eV Å⁻¹.
So what do the calculations give for LUMO energy? Going down the list: 3.522, 0.388, -3.528, -1.445 eV.